Here is the ion C6H11IN with charge +1 from OMol25. Energies are from wB97M-V/def2-TZVPD.

Atoms and positions in Å:
C  -0.93158  -1.48041  -0.36897
C  0.20665  -0.57943  0.04515
C  1.73936  -0.46643  -0.38130
C  -2.26186  -1.44376  -0.14490
C  -0.03749  -0.05184  1.47323
C  0.71628  2.00177  -0.59786
N  0.83399  0.50127  -0.80803
I  -3.49567  0.20528  0.20689
H  -0.52214  -2.49818  -0.58312
H  2.47433  -0.14392  0.45137
H  2.27529  -0.98571  -1.27649
H  -2.76666  -2.41143  -0.16612
H  -1.04113  0.54119  1.47720
H  0.70636  0.35774  2.07413
H  -0.52866  -0.92988  2.03577
H  0.93909  2.66309  -1.52809
H  -0.27700  2.18216  -0.20329
H  1.51222  2.25757  0.10616
H  0.45862  0.28091  -1.81172

The energy above the lowest of the compared OMol25 structures with the same formula, charge and spin comes out at 254.85 kJ/mol. As for the spin multiplicity: 1. As for the total charge: +1.

Löwdin population analysis, charges in e, atoms 1 to 5: number 1, C, carries -0.166; number 2, C, carries -0.325; number 3, C, carries -0.007; number 4, C, carries -0.597; number 5, C, carries -0.048

=====

Here is a cluster of 12 separate species, C11H44F2NO15S2 in total from OMol25. Energies are from wB97M-V/def2-TZVPD.

Atoms and positions in Å:
N  16.14206  -17.24072  -17.15996
S  16.15567  -17.19989  -18.68894
O  15.62104  -16.01928  -19.36942
O  16.30524  -18.47165  -19.40633
F  17.72935  -16.73357  -18.75200
S  14.88461  -18.31462  -17.03412
O  15.16880  -19.73662  -17.12356
O  13.62797  -17.82098  -17.59733
F  14.56378  -18.17960  -15.44836
C  11.01622  -16.31503  -16.08594
O  11.06516  -16.98345  -17.33608
H  11.48117  -16.93152  -15.31662
H  11.60816  -15.39980  -16.09344
H  9.97603  -16.02707  -15.93364
H  11.97320  -17.25132  -17.49518
C  12.96673  -17.59774  -12.50484
O  14.06728  -17.70354  -11.51910
H  12.92070  -16.76803  -13.21022
H  13.13172  -18.52150  -13.05940
H  12.00513  -17.77029  -12.02147
H  14.93505  -17.53350  -11.89280
C  12.28765  -13.10365  -18.84544
O  13.70541  -12.91095  -18.94889
H  11.73208  -12.39039  -18.23658
H  11.82678  -13.04704  -19.83159
H  12.14281  -14.06406  -18.35073
H  14.17197  -13.61429  -19.40631
C  15.17647  -23.57980  -15.76806
O  16.02250  -22.43256  -15.75381
H  14.28242  -23.43911  -15.16062
H  14.74123  -23.63067  -16.76610
H  15.66764  -24.52357  -15.53112
H  15.81109  -21.79967  -16.44401
C  16.47622  -21.55380  -20.33112
O  16.12587  -22.85526  -20.14246
H  17.34697  -21.25496  -20.91472
H  15.60734  -21.06813  -20.77528
H  16.63008  -21.11524  -19.34517
H  16.90044  -23.36279  -19.88935
C  19.18441  -19.87786  -18.46743
O  19.70211  -20.46511  -19.60273
H  18.96261  -18.85723  -18.77924
H  18.39333  -20.43695  -17.96771
H  20.02852  -19.85993  -17.77805
H  20.08664  -21.34317  -19.55028
C  14.80175  -14.62373  -14.85726
O  15.52810  -14.78103  -16.07021
H  14.60746  -13.55523  -14.76424
H  13.92353  -15.21360  -15.11972
H  15.28360  -14.99261  -13.95180
H  15.71068  -15.70312  -16.26518
C  19.10979  -17.62880  -15.60061
O  17.86731  -17.08400  -15.29602
H  19.60542  -17.09383  -16.41071
H  19.71681  -17.47344  -14.70871
H  18.97491  -18.70521  -15.70662
H  17.24030  -17.22724  -16.00873
C  12.43947  -21.68693  -18.21078
O  11.33519  -21.91702  -17.35445
H  12.39030  -22.31433  -19.10075
H  12.61201  -20.65998  -18.53280
H  13.36845  -21.86813  -17.67017
H  10.61999  -22.17571  -17.94026
C  17.06670  -20.40257  -13.23791
O  16.35250  -21.70076  -13.20598
H  16.56781  -19.66707  -13.86898
H  17.07804  -19.93952  -12.25122
H  18.03811  -20.68672  -13.64253
H  16.19422  -21.90778  -14.12993
C  20.79026  -16.75855  -20.00090
O  22.12965  -16.36546  -19.86823
H  20.82501  -17.82267  -20.23446
H  20.23102  -16.48700  -19.10558
H  20.22031  -16.38697  -20.85247
H  22.49095  -16.54857  -18.99787

The energy above the lowest of the compared OMol25 structures with the same formula, charge and spin comes out at 225.34 kJ/mol. As for the spin multiplicity: 1. As for the total charge: -1.

Löwdin population analysis, charges in e, atoms 1 to 5: number 1, N, carries -0.298; number 2, S, carries 0.535; number 3, O, carries -0.258; number 4, O, carries -0.275; number 5, F, carries -0.225

=====

Here is a structure of composition C10H24N6NiO7 from OMol25. Energies are from wB97M-V/def2-TZVPD.

Atoms and positions in Å:
O  0.25490  -2.15165  -4.63068
H  -0.59381  -1.86545  -4.22929
Ni  -0.08197  -0.00027  -0.41337
N  1.46480  -1.08553  -0.82700
N  -0.66109  -1.76041  0.10132
N  0.68374  1.81368  -0.32636
N  -1.51186  1.08579  0.72831
O  2.61280  -0.59845  -0.98709
O  1.74107  2.31574  -1.08146
O  -2.42665  0.56451  1.56232
O  -1.64671  -1.99679  0.87284
C  -0.02941  -2.79269  -0.48042
C  1.21117  -2.39384  -1.04250
C  0.06665  2.74894  0.37783
C  -1.15597  2.32835  1.01270
C  2.15228  -3.21143  -1.85835
H  2.29705  -2.74243  -2.85786
H  1.74217  -4.22674  -1.99756
H  3.12695  -3.27013  -1.33177
C  -0.64393  -4.15172  -0.56592
H  -1.63709  -4.08634  -1.05747
H  -0.78852  -4.59487  0.44015
H  -0.00442  -4.82682  -1.16792
C  0.54352  4.15585  0.47816
C  -1.85616  3.21329  1.99594
H  1.20303  4.42637  -0.35973
H  1.09803  4.34840  1.41517
H  -0.30832  4.85523  0.49605
H  -2.42828  2.61763  2.72554
H  -2.56827  3.86355  1.45251
H  -1.18436  3.90170  2.54802
H  2.02327  1.54377  -1.63277
H  -2.30592  -0.41278  1.36204
C  -1.47803  0.16128  -1.75013
H  -1.32792  -0.13817  -2.78574
H  -1.55295  1.23812  -1.55627
H  -2.26626  -0.40711  -1.25137
O  2.19082  0.87861  -4.25713
H  1.90989  0.03305  -4.70230
H  1.41998  1.08122  -3.73222
N  0.33041  1.09121  3.83420
C  0.24133  -0.12757  3.20749
N  -0.46804  -1.07434  3.87626
O  0.59950  -0.28530  2.04041
H  0.42437  1.12473  4.83315
H  0.77204  1.81474  3.31218
H  -0.71345  -1.87038  3.32628
H  -0.47037  -1.13456  4.88382

The energy above the lowest of the compared OMol25 structures with the same formula, charge and spin comes out at 412.04 kJ/mol. The expectation value of S² is 2.1199. As for the spin multiplicity: 3.

Löwdin population analysis, charges in e, atoms 1 to 5: number 1, O, carries -0.576; number 2, H, carries -0.207; number 3, Ni, carries 0.489; number 4, N, carries -0.119; number 5, N, carries -0.146